<1>
The following is a quantum chemistry calculation of CH3NO2S in the gas phase, from the OMol25 dataset.

Positions of all 8 atoms, in Å:
C -1.216 0.174 0.069
S 0.172 1.153 0.377
N 1.592 -0.272 -0.109
O 1.034 -1.296 -0.211
O 2.679 0.151 -0.093
H -1.393 0.154 -0.971
H -1.996 0.725 0.541
H -0.873 -0.789 0.398

Highest occupied orbital energy   -9.4 eV
HOMO-LUMO gap   9.2 eV
Structure (SMILES)   CS[N+](=O)[O-]

---

<2>
The following is a quantum chemistry calculation of 2 unconnected molecules or ions with the total composition CH3NO2S, from the OMol25 dataset.

Positions of all 8 atoms, in Å:
C -0.583 0.773 0.093
N 1.033 0.039 1.458
O -1.753 -0.191 -2.028
O 0.443 -1.149 -1.405
S -0.747 -0.442 -1.038
H -1.378 0.936 0.800
H 1.692 0.785 1.251
H 1.292 -0.751 0.870

Highest occupied orbital energy (alpha / beta)   -10.2 / -10.2 eV
HOMO-LUMO gap (alpha / beta)   8.4 / 8.4 eV

---

<1> is favored, and the nearest alternative lies 1.834 eV above it.

---

<1>
The following is a quantum chemistry calculation of 2 unconnected molecules or ions with the total composition H4NP3, from the OMol25 dataset.

Positions of all 8 atoms, in Å:
N 1.736 0.941 0.129
P 1.843 -0.577 0.045
P -1.148 -0.618 0.560
P -0.872 1.394 -0.124
H 3.276 -0.680 0.131
H -1.849 -1.130 -0.542
H -2.328 -0.358 1.259
H -0.659 1.029 -1.457

Highest occupied orbital energy (alpha / beta)   -8.2 / -8.9 eV
HOMO-LUMO gap (alpha / beta)   7.1 / 7.8 eV

---

<2>
The following is a quantum chemistry calculation of H4NP3 in the gas phase, from the OMol25 dataset.

Positions of all 8 atoms, in Å:
N 1.640 -0.130 -1.192
P -0.305 -0.699 0.944
P 1.295 0.556 0.135
P -1.536 -0.980 -0.762
H 2.286 0.622 1.283
H 1.077 1.948 0.443
H -2.457 -1.605 -0.011
H -2.000 0.287 -0.840

Highest occupied orbital energy (alpha / beta)   -8.4 / -8.5 eV
HOMO-LUMO gap (alpha / beta)   5.9 / 5.9 eV

---

<1> is favored, and the nearest alternative lies 1.404 eV above it.